Formula: C36H31N6O8Ti
Source: the OMol25 dataset
Level of theory: the ωB97M-V functional and the def2-TZVPD basis

Each line ends with the Löwdin charge.
Positions of all 82 atoms, in Å:
Ti: 1.408 -2.705 -0.059  1.1627
C: 3.536 -6.117 0.998  -0.0016
C: 3.088 -4.699 1.240  -0.4504
O: 2.864 -4.044 0.190  -0.1224
C: 3.006 -4.135 2.526  -0.0163
C: 2.847 -2.732 2.732  -0.3338
C: 3.286 -2.148 4.052  -0.0270
N: 2.377 -1.990 1.766  -0.0695
N: 2.441 -0.597 1.896  0.1065
C: 2.127 -0.072 0.726  -0.4315
O: 1.824 -0.777 -0.315  -0.1334
C: 2.172 1.400 0.504  -0.1452
C: 1.892 1.915 -0.759  -0.0184
C: 1.869 3.290 -0.959  -0.0775
C: 2.119 4.158 0.096  -0.0976
C: 2.398 3.647 1.360  -0.0926
C: 2.423 2.274 1.563  -0.0362
H: 2.921 -6.553 0.213  0.0758
H: 4.569 -6.109 0.643  0.0918
H: 3.489 -6.726 1.903  0.0790
H: 3.262 -4.746 3.383  0.0977
H: 3.077 -2.859 4.853  0.0752
H: 4.364 -1.977 4.043  0.0891
H: 2.795 -1.196 4.247  0.0628
H: 1.686 1.229 -1.570  0.1189
H: 1.648 3.684 -1.944  0.1027
H: 2.097 5.230 -0.063  0.0983
H: 2.594 4.321 2.186  0.0971
H: 2.635 1.862 2.543  0.1043
O: -1.658 -5.729 -0.729  0.1281
C: -0.370 -5.344 -0.789  -0.4446
O: 0.180 -4.795 0.143  0.0603
C: 0.252 -5.698 -2.118  -0.1251
O: 1.633 -5.739 -2.022  -0.1114
C: 2.314 -4.997 -3.027  -0.0878
C: 2.097 -3.467 -3.015  -0.6274
O: 2.528 -2.842 -3.975  0.0551
O: 1.506 -2.983 -2.019  -0.1158
H: -2.030 -5.365 0.097  0.1413
H: -0.104 -4.943 -2.831  0.1286
H: -0.158 -6.666 -2.430  0.1475
H: 2.054 -5.363 -4.030  0.1319
H: 3.375 -5.174 -2.881  0.1350
C: -4.141 9.281 -1.053  -0.0766
O: -3.529 8.628 0.048  -0.0767
C: -3.309 7.296 -0.049  -0.2813
C: -3.614 6.525 -1.167  -0.0087
C: -3.338 5.169 -1.158  -0.0120
C: -2.757 4.558 -0.050  -0.1570
C: -2.451 5.346 1.063  -0.0246
C: -2.724 6.695 1.068  0.0028
C: -2.458 3.132 -0.099  -0.2598
N: -2.479 2.392 -1.185  0.1979
C: -2.075 1.157 -0.787  -0.1729
C: -1.822 1.136 0.565  -0.1251
N: -2.083 2.404 0.999  0.1942
C: -1.364 -0.026 1.256  -0.0590
C: -1.238 -0.141 2.616  -0.0204
C: -0.866 -1.292 3.120  -0.0202
C: -0.399 -2.324 2.246  -0.0945
N: -0.400 -2.164 0.983  0.0091
C: -1.040 -1.143 0.446  -0.1323
C: -1.404 -1.177 -0.971  -0.1437
N: -1.255 -2.330 -1.623  0.1311
C: -1.603 -2.382 -2.885  -0.1097
C: -2.108 -1.286 -3.593  -0.0264
C: -2.268 -0.096 -2.937  0.0158
C: -1.920 -0.028 -1.580  -0.0644
H: -4.254 10.320 -0.760  0.0924
H: -5.124 8.857 -1.269  0.0952
H: -3.515 9.223 -1.947  0.0958
H: -4.060 6.965 -2.045  0.1039
H: -3.568 4.563 -2.025  0.1147
H: -1.973 4.917 1.936  0.1066
H: -2.483 7.313 1.923  0.1214
H: -1.962 2.762 1.933  0.1512
H: -1.499 0.685 3.266  0.1302
H: -0.858 -1.459 4.187  0.1174
H: -0.007 -3.260 2.617  0.1260
H: -1.473 -3.332 -3.387  0.1063
H: -2.360 -1.392 -4.639  0.1091
H: -2.652 0.786 -3.430  0.1197

Properties
Maximum force: 4.11 eV/A
E_tot: -86275.7396 eV
HOMO energy (alpha / beta): -7.203 / -7.249 eV
Net charge: 0
E_LUMO (alpha / beta): -0.44 / -0.41 eV
2S+1: 2
Energy above the lowest of the compared OMol25 structures with the same formula, charge and spin: 124.0 kJ/mol

***

Formula: C36H32AsNO3SiSm
Source: the OMol25 dataset
Level of theory: the ωB97M-V functional and the def2-TZVPD basis

Each line ends with the Löwdin charge.
Positions of all 75 atoms, in Å:
Sm: -0.572 -0.043 -0.023  1.5398
O: -0.346 -2.299 3.480  0.1019
C: -0.813 -1.839 2.465  -0.5773
O: -0.752 -0.597 2.077  -0.2311
C: -1.499 -2.751 1.450  -0.1683
C: -2.018 -3.995 1.846  0.0313
C: -2.623 -4.774 0.901  0.0353
C: -2.695 -4.331 -0.440  -0.1387
C: -3.313 -5.087 -1.465  -0.0125
C: -3.356 -4.610 -2.743  -0.0519
C: -2.784 -3.357 -3.054  -0.0479
C: -2.179 -2.607 -2.086  -0.0178
C: -2.125 -3.081 -0.757  -0.1966
N: -1.533 -2.314 0.207  0.0305
H: -1.924 -4.289 2.881  0.1286
H: -3.051 -5.733 1.166  0.1296
H: -3.748 -6.046 -1.218  0.1222
H: -3.832 -5.187 -3.524  0.1137
H: -2.830 -2.983 -4.068  0.1156
H: -1.757 -1.639 -2.350  0.0904
O: 1.461 -0.595 -0.630  -0.6266
As: 2.792 0.188 0.114  1.2636
C: 3.560 1.418 -1.107  -0.3207
C: 4.601 2.234 -0.665  -0.0978
C: 5.119 3.193 -1.519  -0.0576
C: 4.592 3.338 -2.798  -0.0524
C: 3.553 2.527 -3.226  -0.0555
C: 3.028 1.559 -2.380  -0.0771
C: 1.943 1.148 1.530  -0.3347
C: 2.103 0.790 2.863  -0.0668
C: 1.335 1.414 3.836  -0.0337
C: 0.415 2.387 3.488  -0.0335
C: 0.258 2.760 2.158  -0.0583
C: 1.025 2.144 1.177  -0.1786
C: 4.013 -1.109 0.756  -0.3025
C: 3.555 -2.122 1.597  -0.0872
C: 4.442 -3.093 2.028  -0.0528
C: 5.770 -3.055 1.622  -0.0513
C: 6.219 -2.052 0.776  -0.0568
C: 5.338 -1.074 0.335  -0.0808
H: 5.007 2.138 0.336  0.1157
H: 5.926 3.831 -1.185  0.1146
H: 4.994 4.092 -3.461  0.1151
H: 3.146 2.643 -4.221  0.1148
H: 2.220 0.918 -2.711  0.1043
H: 2.806 0.021 3.153  0.1095
H: 1.448 1.123 4.871  0.1239
H: -0.183 2.862 4.254  0.1220
H: -0.453 3.525 1.876  0.1137
H: 0.909 2.467 0.140  0.0970
H: 2.517 -2.173 1.908  0.1107
H: 4.096 -3.884 2.680  0.1168
H: 6.457 -3.819 1.960  0.1153
H: 7.250 -2.034 0.452  0.1146
H: 5.690 -0.302 -0.339  0.1003
C: -1.466 3.741 -1.411  -0.2518
Si: -2.130 1.960 -1.563  0.4714
C: -2.781 1.774 -3.332  -0.2640
C: -3.635 1.852 -0.398  -0.3351
C: -4.951 2.059 -0.826  -0.0950
C: -6.025 1.972 0.046  -0.0780
C: -5.818 1.666 1.385  -0.0835
C: -4.529 1.444 1.840  -0.0849
C: -3.463 1.536 0.952  -0.1608
H: -2.203 4.467 -1.767  0.0305
H: -0.553 3.883 -1.994  0.0137
H: -1.241 4.006 -0.374  -0.0012
H: -3.454 2.594 -3.596  0.0254
H: -3.329 0.840 -3.468  0.0157
H: -1.961 1.784 -4.053  0.0146
H: -5.146 2.298 -1.865  0.0959
H: -7.030 2.145 -0.318  0.1060
H: -6.658 1.598 2.064  0.1050
H: -4.348 1.196 2.879  0.1064
H: -2.479 1.341 1.388  0.0458

Properties
Maximum force: 0.75 eV/A
E_tot: -132101.1080 eV
HOMO energy (alpha / beta): -9.518 / -9.391 eV
Net charge: +1
E_LUMO (alpha / beta): -2.96 / -2.94 eV
2S+1: 6
Energy above the lowest of the compared OMol25 structures with the same formula, charge and spin: 0.0 kJ/mol

***

Formula: C36H32BF4O22
Source: the OMol25 dataset
Level of theory: the ωB97M-V functional and the def2-TZVPD basis

Each line ends with the Löwdin charge.
Positions of all 95 atoms, in Å:
B: 0.384 0.613 -0.178  -1.3413
F: 1.606 0.092 -0.539  0.1340
F: -0.284 0.861 -1.373  0.1291
F: -0.359 -0.403 0.507  0.0790
F: 0.660 1.678 0.589  0.1918
C: -3.512 2.401 -7.141  0.0827
C: -4.397 1.164 -6.806  -0.0938
C: -4.159 0.435 -5.635  -0.4418
O: -4.923 -0.524 -5.295  0.0435
C: -3.057 0.794 -4.838  0.0829
C: -1.973 1.890 -5.246  -0.0313
C: -2.407 2.761 -6.463  -0.4592
O: -1.644 3.538 -6.917  0.1536
O: -0.958 2.342 -4.440  0.1397
O: -5.592 0.922 -7.520  0.0523
H: -3.770 3.034 -7.936  0.1037
H: -2.790 0.335 -3.747  0.1683
H: -0.688 1.681 -3.883  0.0545
H: -5.988 0.120 -7.070  0.1262
C: -3.782 2.961 2.531  0.0648
C: -2.838 1.838 2.257  -0.1040
C: -2.036 1.337 3.443  -0.3437
O: -1.244 0.361 3.242  0.0631
C: -2.260 1.862 4.742  0.0926
C: -3.271 3.058 4.961  -0.1391
C: -4.096 3.528 3.809  -0.4837
O: -4.937 4.315 3.976  0.1438
O: -3.317 3.701 6.093  0.1280
O: -2.569 1.283 1.032  0.1304
H: -4.473 3.285 1.685  0.1435
H: -1.688 1.629 5.595  0.0848
H: -2.716 3.520 6.820  0.1403
H: -1.773 0.840 1.041  0.0119
C: 1.764 -4.137 -4.263  0.0848
C: 2.071 -2.767 -4.055  -0.1378
C: 3.375 -2.187 -4.031  -0.4084
O: 3.661 -1.040 -3.743  0.1277
C: 4.431 -3.013 -4.597  0.1340
C: 4.105 -4.541 -4.934  -0.0649
C: 2.763 -5.121 -4.678  -0.3295
O: 2.555 -6.345 -4.914  0.0832
O: 5.071 -5.386 -5.466  0.0976
O: 1.058 -1.916 -3.495  0.0676
H: 0.685 -4.478 -3.928  0.1719
H: 5.369 -2.725 -4.566  0.0426
H: 5.881 -4.975 -5.442  0.0618
H: 1.305 -1.259 -2.902  0.0511
C: -3.574 -5.258 0.599  0.1254
C: -2.198 -5.978 -0.089  -0.1002
C: -1.025 -5.194 -0.180  -0.4315
O: 0.031 -5.609 -0.567  0.1192
C: -1.241 -3.743 0.201  0.0846
C: -2.525 -3.116 0.653  -0.1438
C: -3.682 -3.923 1.078  -0.4761
O: -4.651 -3.491 1.609  0.1454
O: -2.749 -1.778 0.690  0.1124
O: -2.099 -7.283 -0.368  0.1562
H: -4.510 -5.921 0.660  0.1206
H: -0.295 -3.143 0.046  0.1086
H: -1.914 -1.319 0.558  0.0713
H: -1.234 -7.250 -0.560  0.0296
C: 0.814 4.768 4.660  0.0855
C: 0.561 4.104 3.316  -0.1376
C: -0.560 4.610 2.451  -0.3250
O: -0.725 4.013 1.380  0.1056
C: -1.623 5.436 3.040  0.1057
C: -1.267 6.206 4.327  -0.0802
C: -0.109 5.786 5.119  -0.4044
O: 0.063 6.402 6.191  0.0642
O: -1.956 7.364 4.707  0.1248
O: 1.457 3.232 2.832  0.0968
H: 1.608 4.471 5.434  0.1399
H: -2.413 5.770 2.505  0.0726
H: -2.711 7.406 4.247  0.0408
H: 1.287 3.012 1.913  0.0842
C: 3.977 -2.505 1.025  -0.0380
C: 3.261 -3.813 0.928  -0.5547
O: 3.662 -4.629 0.153  0.0672
C: 2.097 -4.069 1.886  -0.0281
H: 4.472 -2.639 1.969  0.0743
H: 3.327 -1.571 1.089  0.0783
H: 4.621 -2.195 0.115  0.1195
H: 1.749 -5.057 1.630  0.0385
H: 1.052 -3.421 1.588  0.1359
H: 2.541 -4.085 2.981  0.1169
C: 5.295 2.420 3.256  -0.0391
C: 5.221 1.229 2.352  -0.5058
O: 6.115 0.409 2.184  0.0483
C: 3.943 1.282 1.490  -0.0284
H: 4.269 2.561 3.553  0.0500
H: 5.829 3.291 2.788  0.1156
H: 5.614 1.975 4.200  0.0836
H: 3.132 1.127 2.290  0.1106
H: 3.956 0.415 0.880  0.0259
H: 3.853 2.322 0.917  0.1463

Properties
Maximum force: 10.68 eV/A
E_tot: -94431.5237 eV
HOMO energy: -6.517 eV
Net charge: -1
E_LUMO: -0.54 eV
2S+1: 1
Energy above the lowest of the compared OMol25 structures with the same formula, charge and spin: 322.9 kJ/mol

***

Formula: C36H32BrF6NO21
Source: the OMol25 dataset
Level of theory: the ωB97M-V functional and the def2-TZVPD basis

Each line ends with the Löwdin charge.
Positions of all 97 atoms, in Å:
C: -1.877 1.864 1.934  -0.0323
C: -0.671 2.490 1.251  -0.2103
C: -0.820 3.756 0.689  -0.0446
C: 0.228 4.391 0.042  -0.0808
C: 1.443 3.729 -0.052  -0.0886
C: 1.608 2.475 0.509  -0.0341
C: 0.567 1.838 1.179  -0.1615
C: 0.742 0.473 1.818  -0.0916
C: 2.176 0.021 1.838  -0.1544
C: 2.644 -0.950 0.954  0.0199
C: 3.988 -1.326 0.937  0.0020
C: 4.916 -0.752 1.806  -0.2092
C: 6.377 -1.139 1.738  -0.1096
C: 7.055 -0.648 0.475  -0.7527
O: 7.889 -1.229 -0.125  0.0630
Br: 6.457 1.121 -0.151  0.7192
C: 4.441 0.198 2.695  -0.0487
C: 3.101 0.574 2.715  -0.0360
C: 2.922 1.585 3.790  -0.3605
O: 1.910 2.137 4.142  0.1067
N: 4.188 1.767 4.403  0.1937
C: 5.169 1.003 3.721  -0.3535
O: 6.346 1.032 3.968  0.1285
H: -1.755 0.790 2.022  0.0652
H: -2.745 2.076 1.323  0.0609
H: -1.996 2.333 2.912  0.0931
H: -1.777 4.257 0.781  0.1140
H: 0.124 5.383 -0.377  0.1076
H: 2.277 4.190 -0.566  0.1064
H: 2.580 2.009 0.400  0.1105
H: 0.163 -0.254 1.242  0.1297
H: 0.345 0.482 2.829  0.0952
H: 1.954 -1.400 0.252  0.1240
H: 4.323 -2.062 0.216  0.1289
H: 6.895 -0.669 2.575  0.1183
H: 6.473 -2.223 1.747  0.1359
H: 4.377 2.761 4.512  0.1324
C: -5.544 -1.465 -1.308  -0.0418
C: -4.434 -0.663 -1.950  -0.3019
O: -4.251 0.401 -1.033  0.1305
C: -4.618 -0.053 0.199  -0.5415
O: -4.347 0.491 1.216  0.1665
O: -5.309 -1.206 0.087  0.0805
F: -4.789 -0.149 -3.155  0.0704
H: -6.525 -1.081 -1.589  0.1500
H: -5.506 -2.532 -1.520  0.1074
H: -3.493 -1.202 -2.065  0.1761
C: -7.363 -6.824 -0.307  -0.0415
C: -6.138 -6.201 0.329  -0.3085
O: -5.723 -5.282 -0.671  0.1338
C: -6.826 -4.915 -1.374  -0.5423
O: -6.872 -3.978 -2.102  0.1628
O: -7.853 -5.750 -1.119  0.0848
F: -5.155 -7.103 0.543  0.0840
H: -7.092 -7.667 -0.943  0.1466
H: -8.114 -7.136 0.412  0.1415
H: -6.330 -5.658 1.255  0.1759
C: 1.170 -0.481 6.529  -0.0512
C: -0.036 -0.620 5.627  -0.3138
O: -0.868 -1.491 6.364  0.1337
C: -0.578 -1.317 7.688  -0.5465
O: -1.251 -1.699 8.581  0.1894
O: 0.586 -0.637 7.825  0.0753
F: 0.277 -1.196 4.438  0.0688
H: 1.889 -1.283 6.352  0.1471
H: 1.668 0.482 6.440  0.1299
H: -0.566 0.315 5.437  0.1748
C: -2.762 1.079 -5.409  -0.0501
C: -1.999 1.547 -6.629  -0.3076
O: -0.717 0.978 -6.416  0.1399
C: -0.886 -0.143 -5.669  -0.5388
O: -0.063 -0.987 -5.525  0.1645
O: -2.119 -0.171 -5.125  0.0732
F: -1.889 2.893 -6.682  0.0827
H: -2.625 1.756 -4.565  0.1476
H: -3.823 0.934 -5.586  0.1370
H: -2.396 1.186 -7.580  0.1752
C: 2.097 5.321 3.688  -0.0412
C: 3.488 5.774 4.070  -0.2951
O: 4.092 5.990 2.813  0.1317
C: 3.099 6.315 1.927  -0.5500
O: 3.280 6.786 0.857  0.1834
O: 1.894 6.015 2.456  0.0682
F: 4.178 4.803 4.734  0.0576
H: 2.060 4.246 3.508  0.1117
H: 1.334 5.588 4.414  0.1455
H: 3.529 6.695 4.653  0.1742
C: 1.079 -2.917 -7.512  -0.0586
C: 2.168 -3.219 -8.515  -0.3115
O: 1.501 -4.051 -9.448  0.1296
C: 0.179 -3.717 -9.425  -0.5537
O: -0.611 -4.034 -10.246  0.1802
O: -0.095 -2.965 -8.333  0.0719
F: 3.202 -3.901 -7.965  0.0741
H: 1.021 -3.691 -6.746  0.1488
H: 1.179 -1.950 -7.037  0.1098
H: 2.562 -2.344 -9.036  0.1728

Properties
Structure (SMILES): Cc1ccccc1Cc1ccc(CC(=O)Br)c2c1C(=O)NC2=O.O=C1OC[C@@H](F)O1.O=C1OC[C@@H](F)O1.O=C1OC[C@@H](F)O1.O=C1OC[C@@H](F)O1.O=C1OC[C@@H](F)O1.O=C1OC[C@@H](F)O1
Maximum force: 1.19 eV/A
E_tot: -168688.4742 eV
HOMO energy: -8.932 eV
Net charge: 0
E_LUMO: -0.93 eV
2S+1: 1